# 1
The following is a quantum chemistry calculation of a molecular structure, C19H40NO21S6, from the OMol25 dataset.

Last column: Mulliken charge in e.
Element x y z (Å)
C (2.439, -0.753, -0.775)  -0.493
O (2.469, 0.517, -1.401)  -0.454
C (1.942, 0.359, -2.730)  -0.954
C (0.454, 0.783, -2.798)  0.020
C (0.179, 2.278, -3.140)  -0.802
C (-1.317, 2.549, -3.491)  -0.384
C (-2.319, 1.664, -2.686)  0.472
C (-3.582, 2.477, -2.178)  -0.974
C (-3.497, 2.755, -0.642)  -0.558
C (-4.295, 1.785, 0.302)  -0.774
C (-4.942, 0.543, -0.370)  -0.930
C (-3.915, -0.564, -0.771)  -0.217
S (-4.588, -1.415, -2.263)  1.094
O (-5.854, -2.098, -1.808)  -0.726
O (-4.966, -0.411, -3.313)  -0.673
N (-3.453, -2.449, -2.934)  -0.524
S (-3.717, -3.985, -2.292)  0.792
O (-3.201, -3.989, -0.879)  -0.591
O (-3.027, -5.019, -3.119)  -0.699
H (2.521, -0.617, 0.325)  0.227
H (1.469, -1.263, -0.942)  0.182
H (3.295, -1.397, -1.069)  0.307
H (2.602, 0.807, -3.495)  0.435
H (1.954, -0.740, -2.919)  0.340
H (-0.135, 0.134, -3.478)  0.427
H (0.045, 0.611, -1.778)  -0.024
H (0.465, 2.887, -2.251)  0.289
H (0.870, 2.623, -3.943)  0.360
H (-1.485, 3.643, -3.366)  0.442
H (-1.439, 2.371, -4.580)  -0.026
H (-1.832, 1.275, -1.769)  -0.620
H (-2.675, 0.843, -3.335)  0.407
H (-3.499, 3.472, -2.675)  0.583
H (-4.529, 2.040, -2.533)  0.292
H (-2.434, 2.758, -0.314)  0.251
H (-3.867, 3.792, -0.480)  0.415
H (-5.105, 2.370, 0.793)  0.319
H (-3.629, 1.455, 1.128)  0.267
H (-5.621, 0.085, 0.382)  0.468
H (-5.617, 0.849, -1.194)  0.371
H (-3.914, -1.338, 0.022)  0.542
H (-2.885, -0.206, -0.927)  -0.013
H (-5.058, -4.310, -2.319)  0.152
C (0.079, -5.169, 0.227)  -0.386
C (-0.979, -4.873, 1.272)  -0.077
O (-0.354, -3.942, 2.169)  -0.355
S (0.673, -3.015, 1.338)  0.993
O (0.017, -1.791, 1.019)  -0.428
O (1.948, -3.063, 1.987)  -0.510
O (0.738, -3.918, 0.003)  -0.290
H (0.817, -5.883, 0.600)  0.294
H (-0.350, -5.541, -0.701)  0.360
H (-1.296, -5.765, 1.808)  0.300
H (-1.851, -4.386, 0.828)  0.128
C (-3.506, 2.980, -8.634)  -0.313
C (-2.902, 1.619, -8.925)  -0.324
O (-1.490, 1.848, -8.968)  -0.333
S (-1.112, 3.032, -7.935)  1.027
O (-0.669, 2.442, -6.714)  -0.420
O (-0.351, 4.016, -8.634)  -0.579
O (-2.609, 3.594, -7.705)  -0.307
H (-3.542, 3.599, -9.534)  0.273
H (-4.503, 2.907, -8.204)  0.318
H (-3.250, 1.202, -9.867)  0.309
H (-3.109, 0.913, -8.116)  0.295
C (4.017, -2.168, 4.550)  -0.179
C (2.688, -2.370, 5.246)  -0.286
O (2.997, -2.331, 6.646)  -0.319
S (4.235, -1.325, 6.886)  1.117
O (3.721, -0.053, 7.290)  -0.526
O (5.240, -2.012, 7.633)  -0.562
O (4.718, -1.206, 5.351)  -0.304
H (4.600, -3.091, 4.538)  0.278
H (3.898, -1.801, 3.534)  0.218
H (2.220, -3.315, 4.981)  0.291
H (2.000, -1.550, 5.028)  0.282
C (6.758, 1.249, 8.269)  -0.108
C (5.705, 1.544, 9.319)  -0.255
O (6.332, 2.474, 10.210)  -0.347
S (7.359, 3.401, 9.376)  1.091
O (6.708, 4.631, 9.058)  -0.536
O (8.632, 3.355, 10.021)  -0.543
O (7.418, 2.499, 8.038)  -0.340
H (7.498, 0.536, 8.639)  0.290
H (6.325, 0.874, 7.345)  0.118
H (5.391, 0.652, 9.855)  0.294
H (4.831, 2.028, 8.878)  0.329

Results
* 2S+1: 1
* HOMO-LUMO gap: 8.08 eV
* largest force on an atom: 3.98 eV Å⁻¹
* charge: -1

=====

# 2
The following is a quantum chemistry calculation of a molecular structure, C19H41BBeN6Si4Te, from the OMol25 dataset.

Last column: Mulliken charge in e.
Element x y z (Å)
H (-2.738, -0.963, -2.188)  0.465
N (-2.914, 1.129, -2.318)  0.283
B (-3.544, 3.534, -2.746)  -0.146
N (-3.780, 2.004, -2.974)  0.143
C (-4.688, 1.275, -3.641)  -0.095
Be (-1.738, 1.874, -1.462)  -0.061
H (-5.457, 1.760, -4.221)  0.474
C (-4.403, -0.072, -3.440)  -1.113
H (-4.923, -0.915, -3.842)  0.406
C (-3.287, -0.130, -2.606)  -0.130
H (-4.317, 4.246, -3.313)  -0.077
C (0.552, 2.003, 0.485)  -0.605
H (1.436, 1.777, 1.088)  -0.230
H (-0.172, 2.646, 1.003)  0.350
H (0.813, 2.430, -0.492)  0.186
N (-2.047, 3.752, -3.164)  -0.008
N (-3.524, 3.695, -1.194)  0.017
N (-1.087, 2.961, -2.530)  0.378
N (-2.651, 2.883, -0.469)  0.368
C (-1.428, 4.570, -4.031)  -0.087
C (-4.227, 4.452, -0.337)  -0.111
H (-2.004, 5.276, -4.622)  0.458
H (-4.952, 5.155, -0.714)  0.470
C (-0.061, 4.311, -3.969)  -1.200
C (-3.804, 4.156, 0.955)  -1.207
C (0.119, 3.304, -3.018)  0.033
C (-2.816, 3.175, 0.836)  -0.089
H (0.720, 4.784, -4.535)  0.400
H (-4.155, 4.595, 1.866)  0.414
H (1.010, 2.802, -2.656)  0.425
H (-2.239, 2.657, 1.587)  0.542
H (-0.453, 0.696, -1.475)  -0.115
C (-1.130, -2.485, 3.244)  -0.978
Si (-0.089, -3.235, 1.866)  0.277
C (0.928, -4.682, 2.512)  -0.947
C (-1.202, -3.789, 0.453)  -0.782
Si (1.390, -1.622, 1.097)  0.259
Te (-0.488, 0.133, 0.178)  -0.770
Si (2.491, -0.504, 2.814)  0.488
C (3.341, -1.811, 3.866)  -1.028
C (3.773, 0.667, 2.082)  -1.171
C (1.242, 0.455, 3.846)  -0.890
Si (2.816, -2.376, -0.568)  0.489
C (4.087, -3.487, 0.269)  -0.966
C (1.821, -3.346, -1.834)  -1.052
C (3.649, -0.898, -1.377)  -0.893
H (-1.854, -3.250, 3.565)  0.381
H (-1.692, -1.603, 2.904)  0.255
H (-0.523, -2.197, 4.113)  0.205
H (0.221, -5.438, 2.887)  0.381
H (1.534, -5.140, 1.719)  0.231
H (1.592, -4.389, 3.337)  0.225
H (-1.796, -2.958, 0.048)  0.089
H (-0.636, -4.243, -0.371)  0.224
H (-1.896, -4.544, 0.854)  0.360
H (4.064, -2.402, 3.288)  0.235
H (3.883, -1.284, 4.666)  0.374
H (2.619, -2.496, 4.331)  0.204
H (3.353, 1.423, 1.407)  0.366
H (4.251, 1.191, 2.923)  0.386
H (4.551, 0.117, 1.534)  0.268
H (0.709, 1.221, 3.268)  0.149
H (0.496, -0.203, 4.311)  0.225
H (1.802, 0.961, 4.646)  0.384
H (3.622, -4.348, 0.768)  0.237
H (4.762, -3.862, -0.516)  0.390
H (4.688, -2.939, 1.008)  0.221
H (1.029, -2.730, -2.282)  0.266
H (2.511, -3.656, -2.634)  0.379
H (1.362, -4.246, -1.403)  0.226
H (2.912, -0.227, -1.840)  0.126
H (4.252, -0.313, -0.671)  0.259
H (4.311, -1.282, -2.169)  0.378

Results
* 2S+1: 1
* HOMO-LUMO gap (alpha / beta): 4.92 / 4.92 eV
* largest force on an atom: 3.01 eV Å⁻¹
* charge: 0

=====

# 3
The following is a quantum chemistry calculation of 3 unconnected molecules or ions with the total composition C19H41ClIN3O8, from the OMol25 dataset.

Last column: Mulliken charge in e.
Element x y z (Å)
C (-1.719, -0.177, -3.501)  -0.234
C (-0.760, 1.012, -3.959)  0.707
O (-1.222, 2.184, -3.876)  -0.544
O (0.571, 0.728, -4.440)  -0.366
C (1.543, 0.821, -3.348)  -0.351
O (0.834, 1.054, -2.081)  -0.180
C (1.837, 1.101, -1.066)  0.439
O (2.476, 2.186, -0.948)  -0.546
N (2.206, -0.018, -0.187)  0.097
Cl (1.990, 0.349, 1.480)  -0.059
C (1.583, -1.319, -0.583)  -0.559
C (0.173, -1.650, 0.115)  -0.476
C (-0.849, -2.406, -0.917)  -0.539
I (0.537, -3.141, 1.716)  0.055
H (-1.800, -0.112, -2.354)  -0.082
H (-2.782, -0.057, -3.928)  0.230
H (-1.287, -1.182, -3.832)  0.251
H (2.102, -0.187, -3.355)  0.306
H (2.328, 1.647, -3.542)  0.314
H (1.434, -1.414, -1.715)  0.067
H (2.350, -2.138, -0.301)  0.459
H (-0.401, -0.738, 0.493)  0.517
H (-1.858, -1.847, -0.914)  -0.077
H (-0.460, -2.399, -1.988)  0.138
H (-1.075, -3.471, -0.552)  0.489
C (4.397, 0.454, 4.885)  -0.753
O (4.993, 0.637, 3.612)  -0.306
C (4.839, 1.954, 3.079)  -0.683
C (6.152, 2.738, 3.146)  -0.198
N (6.503, 3.091, 4.522)  -0.339
C (7.891, 3.512, 4.718)  -0.720
C (9.022, 2.575, 4.258)  -0.452
O (9.175, 1.395, 5.040)  -0.435
C (8.223, 0.378, 4.771)  -0.453
H (4.333, -0.619, 5.076)  0.234
H (5.011, 0.893, 5.676)  0.326
H (3.388, 0.876, 4.922)  0.321
H (4.013, 2.496, 3.554)  0.428
H (4.578, 1.826, 2.024)  0.287
H (6.052, 3.660, 2.559)  0.382
H (6.922, 2.121, 2.678)  0.137
H (6.330, 2.291, 5.120)  0.105
H (8.017, 3.679, 5.793)  0.369
H (8.025, 4.486, 4.234)  0.384
H (9.960, 3.126, 4.379)  0.353
H (8.962, 2.327, 3.192)  0.337
H (7.969, 0.313, 3.710)  0.266
H (7.329, 0.537, 5.375)  0.098
H (8.649, -0.578, 5.079)  0.326
C (-9.166, -2.183, -3.954)  -0.693
O (-9.060, -1.062, -3.092)  -0.319
C (-9.088, -1.391, -1.702)  -0.815
C (-7.699, -1.257, -1.071)  -0.114
N (-6.791, -2.307, -1.533)  -0.300
C (-5.373, -2.056, -1.275)  -0.955
C (-4.747, -0.747, -1.790)  -0.086
O (-4.596, -0.674, -3.204)  -0.399
C (-5.792, -0.381, -3.911)  -0.568
H (-9.406, -1.816, -4.954)  0.232
H (-8.219, -2.723, -4.019)  0.291
H (-9.961, -2.864, -3.634)  0.325
H (-9.526, -2.378, -1.522)  0.396
H (-9.743, -0.653, -1.228)  0.394
H (-7.791, -1.325, 0.020)  0.369
H (-7.326, -0.262, -1.318)  0.139
H (-6.912, -2.429, -2.532)  0.131
H (-4.822, -2.887, -1.729)  0.419
H (-5.204, -2.123, -0.195)  0.382
H (-3.730, -0.702, -1.388)  0.016
H (-5.253, 0.146, -1.408)  0.333
H (-6.427, 0.332, -3.381)  0.323
H (-6.333, -1.304, -4.122)  0.088
H (-5.521, 0.055, -4.875)  0.344

Results
* 2S+1: 1
* HOMO-LUMO gap: 8.30 eV
* largest force on an atom: 5.54 eV Å⁻¹
* charge: 0
* SMILES string: CC(=O)OCOC(=O)N(Cl)C[C@@H](C)I.COCCNCCOC.COCCNCCOC